Computed, not measured: 2 unconnected molecules or ions with the total composition C4H7BN2O at a distorted geometry, with wB97M-V/def2-TZVPD.

XYZ file:
```
15
Properties=species:S:1:pos:R:3:forces:R:3:nbo_charge:R:1
B -1.105658 -0.849654 -0.345043 0.44 1.11 3.37 0.90
C 2.105631 0.069466 -0.656973 1.49 1.32 -0.36 -0.03
C 0.600563 -2.733151 0.655470 0.57 -0.42 0.24 -0.16
C -0.115357 -1.856243 0.262269 -0.56 -0.20 -0.26 -0.36
C -1.625404 0.385075 0.650942 1.14 0.55 -2.15 -0.97
N 2.819156 1.014591 -0.852506 0.39 -0.15 1.66 -0.03
N 3.635660 1.960714 -0.671997 -2.98 -0.06 -0.26 -0.49
O -1.353254 -1.027268 -1.634928 0.09 -0.29 -0.92 -0.84
H 1.614143 -0.486166 -1.400631 -1.04 -0.50 -0.60 0.22
H 1.289947 -3.484695 0.971658 -0.15 0.09 0.05 0.23
H -2.480828 0.874390 0.175060 -0.03 0.17 0.09 0.21
H -0.799576 1.183492 0.703948 -0.96 -1.12 -0.21 0.25
H -1.892502 0.207383 1.676963 0.03 -0.68 0.33 0.25
H 4.458874 1.620636 -1.068465 2.29 -0.47 -0.54 0.33
H -1.854531 -0.331677 -2.031698 -0.71 0.65 -0.45 0.49
```
Positions in Å, forces in eV/Å.

Values from the calculation:
* F_max: 3.6 eV Å⁻¹
* calculated total energy: -9961.713 eV
* E_HOMO: -8.93 eV



Computed, not measured: C4H7BNO2P in the gas phase at a distorted geometry, with wB97M-V/def2-TZVPD.

XYZ file:
```
16
Properties=species:S:1:pos:R:3:forces:R:3:nbo_charge:R:1
B 1.572571 0.812003 -0.051726 1.19 -2.74 0.60 0.98
C -2.536958 0.474674 0.040850 0.98 -1.75 0.24 -0.11
C -3.407601 1.179594 -0.364062 -1.81 3.11 -2.76 -0.18
C -1.698625 -0.578395 0.216710 -0.84 -5.55 0.91 -0.09
C 0.104291 0.689295 0.218920 3.81 -2.26 -0.16 -0.47
N -0.388871 -0.627082 0.327575 -1.30 9.23 0.14 -0.56
O 2.215561 1.916850 0.325842 0.22 1.83 -0.12 -0.86
O 2.447467 -0.356372 -0.375633 -4.57 1.03 1.04 -0.92
P 0.496673 -1.884233 -0.167041 3.66 -4.10 -1.15 0.65
H -3.747473 1.810985 -1.234414 0.00 -0.91 1.84 0.25
H -0.406883 1.606092 0.344035 -1.38 0.04 0.40 0.24
H -1.803852 -1.682640 0.145119 -2.98 0.85 0.11 0.20
H 3.146730 1.775385 0.246286 0.97 0.38 0.05 0.48
H 3.273126 -0.059966 -0.588099 3.58 1.00 -0.89 0.47
H -0.509672 -2.843153 -0.151789 -0.53 -0.37 0.73 -0.07
H 1.243519 -2.233032 1.067426 -1.01 0.20 -0.97 -0.01
```
Positions in Å, forces in eV/Å.

Values from the calculation:
* F_max: 9.3 eV Å⁻¹
* calculated total energy: -19807.319 eV
* E_HOMO (spin up / spin down): -7.15 / -7.55 eV



Computed, not measured: 2 unconnected molecules or ions with the total composition C4H7BS2 at a distorted geometry, with wB97M-V/def2-TZVPD.

XYZ file:
```
14
Properties=species:S:1:pos:R:3:forces:R:3:nbo_charge:R:1
B 0.617913 0.483179 0.361108 -2.14 1.92 0.91 0.03
C 3.095725 0.991160 0.425459 -1.81 1.43 -0.34 -0.36
C 2.914384 -0.173903 -0.203901 2.42 0.35 -0.18 -0.42
C -2.377631 -0.703980 -0.742403 0.13 0.20 1.18 -0.68
C -2.436324 -0.060544 0.615243 1.84 -2.56 -0.01 -0.27
S 1.603926 1.894607 0.854011 0.00 -1.54 0.03 0.10
S 1.321233 -0.830000 -0.469300 0.98 -0.84 -0.16 0.16
H 3.928851 1.673189 0.469862 0.71 -0.74 0.03 0.24
H 3.858464 -0.579249 -0.592942 -0.80 -0.58 -0.08 0.24
H -2.212610 0.002399 -1.567158 -0.75 -0.27 0.16 0.22
H -1.475890 -1.311270 -0.712223 -0.28 -0.59 -0.31 0.21
H -3.299922 -1.335023 -0.723595 0.66 0.28 -1.05 0.22
H -3.040905 0.721825 0.834840 -1.50 2.79 0.15 0.15
H -2.497209 -0.772385 1.451001 0.54 0.14 -0.33 0.16
```
Positions in Å, forces in eV/Å.

Values from the calculation:
* F_max: 3.2 eV Å⁻¹
* calculated total energy: -26604.715 eV
* E_HOMO (spin up / spin down): -7.87 / -8.15 eV



Computed, not measured: a molecular structure, C4H7Br2CuN at a distorted geometry, with wB97M-V/def2-TZVPD.

XYZ file:
```
15
Properties=species:S:1:pos:R:3:forces:R:3:nbo_charge:R:1
Cu 19.224440 19.263690 15.730090 0.51 -1.33 1.15 0.88
Br 18.638250 19.306430 18.523680 0.48 -0.03 -1.42 -0.41
Br 21.712820 17.790010 15.353160 -1.31 0.80 0.34 -0.48
C 19.201530 13.747320 15.029820 0.65 -0.31 -0.57 -0.63
C 19.842950 14.254530 16.349140 -1.10 0.30 -1.57 -0.39
C 18.762300 15.206230 16.991640 0.83 -0.24 0.46 -0.52
C 18.213500 16.364710 16.205140 0.19 -0.66 -0.48 0.39
N 17.730120 17.183570 15.540640 0.94 -0.28 0.83 -0.45
H 19.831950 13.036140 14.496060 0.26 -0.07 0.18 0.22
H 19.051380 14.547960 14.305580 0.11 0.33 0.19 0.21
H 18.232060 13.251720 15.081150 -0.08 0.04 0.69 0.21
H 20.822240 14.676420 16.123100 -0.33 0.76 -0.06 0.23
H 20.133120 13.423880 16.992500 -0.77 0.03 0.41 0.22
H 19.119160 15.570710 17.954920 -0.04 0.36 -0.05 0.27
H 17.940830 14.531580 17.232760 -0.34 0.29 -0.10 0.25
```
Positions in Å, forces in eV/Å.

Values from the calculation:
* F_max: 1.9 eV Å⁻¹
* calculated total energy: -190474.563 eV
* multiplicity: 2
* E_HOMO (spin up / spin down): -10.16 / -9.02 eV



Computed, not measured: 2 unconnected molecules or ions with the total composition C4H7BrFNO4 at a distorted geometry, with wB97M-V/def2-TZVPD.

XYZ file:
```
18
Properties=species:S:1:pos:R:3:forces:R:3:nbo_charge:R:1
C 0.268592 0.761752 1.193495 0.18 0.27 0.19 -0.15
C 0.981931 0.656432 -1.287721 0.28 -0.50 -0.48 -0.14
C -2.099425 -0.910526 -0.002905 0.95 0.03 -0.22 0.10
C 0.668365 -0.029261 -0.003647 -0.81 1.08 -0.11 0.23
N 0.960770 -1.370179 0.067011 0.12 -0.58 0.00 0.43
O 0.841132 -1.954867 1.158080 0.14 -0.27 0.18 -0.46
O 1.329339 -1.942746 -0.955937 0.07 0.01 -0.13 -0.40
O -0.447828 0.073211 2.167189 0.04 -0.57 0.47 -0.72
O 0.525914 1.982718 -1.251594 -0.17 0.31 0.19 -0.72
F -2.131173 -1.248486 -1.283417 -0.17 -0.10 -0.19 -0.32
Br -2.993032 0.609810 0.457884 -0.51 0.31 0.00 0.13
H -0.352007 1.606378 0.858001 0.26 -0.25 -0.03 0.24
H 1.183828 1.215542 1.628719 -0.07 -0.06 -0.17 0.20
H 2.075906 0.621012 -1.446048 -0.16 -0.11 0.03 0.20
H 0.530827 0.085974 -2.114851 0.07 0.05 0.17 0.22
H -1.965755 -1.726103 0.689309 -0.07 -0.04 0.10 0.19
H -0.046079 -0.820076 2.237779 -0.14 0.51 -0.04 0.50
H 0.668697 2.389421 -2.111353 0.01 -0.08 0.04 0.49
```
Positions in Å, forces in eV/Å.

Values from the calculation:
* F_max: 1.4 eV Å⁻¹
* calculated total energy: -86694.925 eV
* E_HOMO (spin up / spin down): -8.48 / -9.26 eV



Computed, not measured: a gas-phase ion, C4H7BrNS (charge +1) at a distorted geometry, with wB97M-V/def2-TZVPD.

XYZ file:
```
14
Properties=species:S:1:pos:R:3:forces:R:3:nbo_charge:R:1
C -0.981711 0.904811 0.222038 0.00 -0.64 0.91 -0.11
C -1.130770 1.325397 -1.003574 0.68 1.85 -1.85 -0.32
C 0.881582 -0.157441 -1.053634 -1.84 -1.38 0.64 -0.30
C 0.053640 -1.255461 1.208942 0.52 1.89 -2.28 -0.38
N 0.244446 0.058879 0.457914 -0.29 1.05 -1.11 -0.39
S 0.088270 1.078028 -2.239725 0.63 -1.65 1.86 0.40
Br 2.774191 -0.123105 -1.006694 -0.24 -0.07 0.09 0.19
H -1.624048 1.247449 1.039233 0.57 -0.55 -0.02 0.27
H -1.724702 2.168911 -1.348276 -0.84 -0.50 0.62 0.28
H 0.449396 -1.206231 -1.213213 1.06 1.52 -0.42 0.24
H -0.185622 -1.879874 0.420090 -0.77 -1.81 -1.08 0.21
H 0.917950 -1.575521 1.661697 2.39 -0.42 0.75 0.24
H -0.672505 -1.253123 1.930730 -2.12 0.67 1.50 0.24
H 0.909882 0.667282 0.924471 0.24 0.04 0.40 0.44
```
Positions in Å, forces in eV/Å.

Values from the calculation:
* F_max: 3.0 eV Å⁻¹
* calculated total energy: -86620.419 eV
* SMILES string: C[N@@H+]1C=CS[C@H]1Br
* net charge: +1
* E_HOMO: -13.59 eV



Computed, not measured: a molecular structure, C4H7BrNS at a distorted geometry, with wB97M-V/def2-TZVPD.

XYZ file:
```
14
Properties=species:S:1:pos:R:3:forces:R:3:nbo_charge:R:1
C 1.266102 -1.464537 -0.428667 -0.50 -0.02 0.33 -0.42
C 1.074585 -0.173698 -0.332978 5.92 2.13 -1.41 0.26
C -0.690267 -0.674455 1.030864 0.78 -2.30 1.35 -0.35
C -0.871708 1.071409 -0.704726 -2.65 3.07 -0.20 -0.46
N 0.029335 0.474563 0.296725 -4.32 -4.10 -0.74 -0.43
S -0.031760 -2.315486 0.280134 -1.78 0.85 1.07 0.38
Br 2.703100 1.761249 -0.421770 -2.16 -2.81 -0.11 -0.07
H 1.939085 -2.223589 -0.778141 1.11 0.89 -0.69 0.32
H -0.543799 -0.796897 2.146446 0.48 0.95 -1.33 0.28
H -1.737049 -0.693442 0.884387 -1.00 0.62 -0.52 0.25
H -1.469578 0.437946 -1.357986 1.06 -0.97 0.09 0.26
H -1.748433 1.698214 -0.287893 1.74 -0.88 0.35 0.26
H -0.271976 1.783309 -1.249541 0.16 -0.02 -0.47 0.26
H 0.352363 1.115414 0.923147 1.16 2.61 2.28 0.46
```
Positions in Å, forces in eV/Å.

Values from the calculation:
* F_max: 6.4 eV Å⁻¹
* calculated total energy: -86618.094 eV
* net charge: +1
* E_HOMO: -13.64 eV



Computed, not measured: a molecular structure, C4H7BrO at a distorted geometry, with wB97M-V/def2-TZVPD.

XYZ file:
```
13
Properties=species:S:1:pos:R:3:forces:R:3:nbo_charge:R:1
C 1.408063 0.358955 0.024648 -5.74 1.13 -1.93 -0.23
C 1.786815 1.546960 -0.313876 3.13 -1.15 1.40 -0.22
C -0.885054 -1.142860 0.435770 -1.69 -2.26 -1.53 -0.68
C -0.470470 0.156796 -0.229385 3.42 -0.47 -2.34 0.13
O -1.007557 1.345105 0.198480 -0.27 0.17 -1.03 -0.70
Br 3.584900 2.262257 0.029404 -0.81 -0.41 -0.20 -0.03
H 1.817566 -0.430805 0.496121 1.77 -2.29 1.35 0.20
H 1.182738 2.244165 -0.722705 -1.74 2.18 -1.27 0.20
H -0.448921 -1.377524 1.341982 1.61 0.22 2.10 0.21
H -0.691548 -2.207532 -0.116318 -0.51 2.99 0.52 0.24
H -1.955713 -1.143495 0.759763 0.40 0.13 -0.88 0.22
H -0.732725 0.151105 -1.355781 1.01 -0.32 1.69 0.19
H -1.290227 1.232351 1.074224 -0.58 0.09 2.12 0.47
```
Positions in Å, forces in eV/Å.

Values from the calculation:
* F_max: 6.2 eV Å⁻¹
* calculated total energy: -76348.524 eV
* E_HOMO: -9.43 eV



Computed, not measured: 2 unconnected molecules or ions with the total composition C4H7BrOS at a distorted geometry, with wB97M-V/def2-TZVPD.

XYZ file:
```
14
Properties=species:S:1:pos:R:3:forces:R:3:nbo_charge:R:1
C 0.796041 1.091824 -0.354683 1.12 -1.20 -1.11 -0.44
C 0.152900 -0.078639 -1.157236 -2.42 1.21 1.96 -0.50
C 0.954965 0.480891 1.058847 0.76 2.23 1.63 -0.09
C -0.635897 -0.716838 0.016938 -1.11 -1.02 -1.64 0.46
O -0.117711 -0.404628 1.158538 -1.77 -1.96 0.00 -0.47
S -1.437605 -2.330992 -0.175579 0.89 1.73 -0.18 0.14
Br -3.076722 0.763738 -0.138013 1.20 -0.41 0.07 -0.66
H 1.740909 1.218485 -0.871603 0.41 0.54 0.43 0.23
H 0.200073 1.973960 -0.503250 -0.31 0.33 0.68 0.26
H -0.430454 0.187791 -2.060214 0.08 -0.03 0.92 0.28
H 0.850518 -0.800944 -1.427032 1.55 -1.37 -0.49 0.22
H 1.873462 -0.074589 1.324725 -0.17 -0.02 -1.05 0.20
H 0.858184 1.094031 2.018765 -0.08 0.10 -1.79 0.23
H -1.728658 -2.404088 1.109792 -0.17 -0.13 0.56 0.15
```
Positions in Å, forces in eV/Å.

Values from the calculation:
* F_max: 3.3 eV Å⁻¹
* calculated total energy: -87184.947 eV
* E_HOMO (spin up / spin down): -8.14 / -8.14 eV



Computed, not measured: a molecular structure, C4H7BrOS at a distorted geometry, with wB97M-V/def2-TZVPD.

XYZ file:
```
14
Properties=species:S:1:pos:R:3:forces:R:3:nbo_charge:R:1
C -0.713712 0.867035 -0.318085 -1.03 -2.71 -2.71 -0.30
C -1.778046 1.221955 -1.004602 -1.05 4.54 1.51 -0.11
C 0.275527 -1.437514 0.308128 0.96 -0.22 2.08 -0.60
C -0.056613 -0.394340 -0.816647 -0.72 -2.53 2.16 -0.44
O -1.278203 3.602845 0.695644 0.52 0.97 0.59 -0.87
S -2.478736 3.326647 -0.400630 0.62 -2.98 -1.02 0.38
Br -2.831689 0.594684 -2.426146 0.67 0.07 0.66 0.14
H -0.201017 1.275613 0.496667 0.05 1.43 0.99 0.25
H 0.519623 -0.870312 1.319212 -0.59 -1.29 -1.83 0.20
H 1.249363 -2.074608 0.094167 -2.14 1.23 0.17 0.22
H -0.619868 -2.143825 0.470968 1.52 1.07 -0.02 0.21
H -0.686478 -1.055281 -1.424985 0.32 1.10 -0.84 0.22
H 0.884811 -0.141082 -1.190119 1.28 0.44 -1.41 0.22
H -0.884663 4.502890 0.590539 -0.41 -1.12 -0.33 0.49
```
Positions in Å, forces in eV/Å.

Values from the calculation:
* F_max: 4.9 eV Å⁻¹
* calculated total energy: -87183.018 eV
* E_HOMO: -8.42 eV